1.
The following is a DFT calculation (ωB97M-V with the def2-TZVPD basis set) of C3H4N2O in the gas phase at a distorted geometry.

Computed properties:
Total charge: 0
Relative energy (zero: lowest compared OMol25 entry of this formula, charge and spin): 216.6 kJ/mol
Multiplicity: 1
Structure (SMILES): Oc1ncc[nH]1

```
10
C3H4N2O | the Open Molecules 2025 dataset | ωB97M-V with the def2-TZVPD basis set
O -2.19922 0.02512 0.12818
C -0.93284 -0.15105 -0.04235
N -0.17583 -1.19588 -0.17668
C 1.21460 -0.78771 0.02416
C 1.20790 0.66226 -0.02341
N -0.10776 0.88909 -0.08223
H -2.64903 -0.75556 -0.17101
H 2.04241 -1.56577 0.41213
H 2.06699 1.16251 0.23473
H -0.46721 1.71701 -0.30352
```

Atomic partial charges in e from the Mulliken method, atoms 1 to 8: O -0.480; C 0.482; N -0.629; C -0.262; C -0.230; N -0.043; H 0.380; H 0.270

=====

2.
The following is a DFT calculation (ωB97M-V with the def2-TZVPD basis set) of 2 unconnected molecules or ions with the total composition C2H3N4O at a distorted geometry.

Computed properties:
Total charge: -1
Relative energy (zero: lowest compared OMol25 entry of this formula, charge and spin): 337.3 kJ/mol
Multiplicity: 1

```
10
C2H3N4O | the Open Molecules 2025 dataset | ωB97M-V with the def2-TZVPD basis set
C -0.90522 1.26048 -0.28123
C -1.31008 -0.04386 0.11047
N 2.64423 0.55710 0.97289
N 2.02225 -0.14959 0.29584
N -0.64412 2.32915 -0.61196
N 1.61391 -1.20832 -0.06844
O 0.76337 -1.56243 -0.99965
H -1.20359 -0.16645 1.18698
H -0.64441 -0.78142 -0.40742
H -2.33634 -0.23466 -0.19748
```

Atomic partial charges in e from the Mulliken method, atoms 1 to 8: C 0.394; C -0.774; N -0.688; N 0.593; N -0.455; N -0.111; O -0.740; H 0.237

=====

3.
The following is a DFT calculation (ωB97M-V with the def2-TZVPD basis set) of 2 unconnected molecules or ions with the total composition C6H14O at a distorted geometry.

Computed properties:
Total charge: 0
Relative energy (zero: lowest compared OMol25 entry of this formula, charge and spin): 167.3 kJ/mol
Multiplicity: 1
Structure (SMILES): C=C(CC)CC.O

```
21
C6H14O | the Open Molecules 2025 dataset | ωB97M-V with the def2-TZVPD basis set
C -2.36257 0.47839 0.27406
C -1.45516 -0.50791 0.15504
C -1.32232 -1.38480 1.39888
C 0.16645 -1.57105 1.79370
C -0.60791 -0.74118 -1.15745
C -0.72267 0.47710 -2.10349
H -2.83976 0.53065 1.23978
H -2.41156 1.35795 -0.35286
H -1.71613 -2.39327 1.29748
H -1.94228 -0.97545 2.18885
H 0.42843 -2.58319 2.10641
H 0.44836 -1.02510 2.69460
H 0.81598 -1.15888 1.03708
H -0.97100 -1.67832 -1.55726
H 0.41713 -0.81774 -0.78993
H -1.30832 0.19892 -2.97803
H 0.30371 0.60416 -2.45503
H -1.01175 1.37495 -1.56974
O 5.24098 3.56197 -0.19315
H 5.05976 3.40826 -1.13639
H 5.79064 2.84457 0.10746
```

Atomic partial charges in e from the Mulliken method, atoms 1 to 8: C -1.047; C 0.414; C -0.507; C -0.998; C -0.089; C -1.211; H 0.262; H 0.268

=====

4.
The following is a DFT calculation (ωB97M-V with the def2-TZVPD basis set) of a gas-phase ion, C5H6N5O (charge +1) at a distorted geometry.

Computed properties:
Total charge: +1
Relative energy (zero: lowest compared OMol25 entry of this formula, charge and spin): 234.7 kJ/mol
Multiplicity: 1
Structure (SMILES): N=C=N/C=C\[N+]#CNC(N)=O

```
17
C5H6N5O | the Open Molecules 2025 dataset | ωB97M-V with the def2-TZVPD basis set
N -1.15173 2.61404 -0.29585
C -1.68819 1.63079 0.07194
N -2.64309 0.87674 0.02603
C -2.95768 -0.42285 0.26086
C -2.20917 -1.58021 0.13094
N -0.87773 -1.48161 -0.04897
C 0.22916 -1.07533 -0.09209
N 1.50323 -0.99344 -0.31564
C 2.21338 0.19684 0.20691
N 3.48936 0.20538 -0.02965
O 1.43250 1.00308 0.67120
H -0.59102 3.44753 -0.22710
H -3.97495 -0.65196 0.39399
H -2.77724 -2.54358 0.18886
H 1.80589 -1.61283 -0.93189
H 4.05304 -0.64337 -0.16291
H 4.14426 1.03078 0.15336
```

Atomic partial charges in e from the Mulliken method, atoms 1 to 8: N -0.231; C 0.319; N -0.349; C -0.083; C -0.251; N -0.024; C 0.435; N -0.183

=====

5.
The following is a DFT calculation (ωB97M-V with the def2-TZVPD basis set) of 5 unconnected molecules or ions with the total composition C3H16NO4 at a distorted geometry.

Computed properties:
Total charge: +1
Relative energy (zero: lowest compared OMol25 entry of this formula, charge and spin): 129.9 kJ/mol
Multiplicity: 1

```
24
C3H16NO4 | the Open Molecules 2025 dataset | ωB97M-V with the def2-TZVPD basis set
C -1.69633 -0.26444 0.88497
C -0.79393 0.59346 0.01264
C 1.39167 0.11366 0.85614
N 0.50294 0.98986 0.63402
H -1.74017 -1.29985 0.56089
H -1.24384 -0.26908 1.88035
H -2.68260 0.17384 0.95320
H -0.66140 0.32231 -1.02733
H -1.22727 1.58228 -0.08552
H 2.25418 0.21262 1.50702
H 1.19208 -0.90186 0.53264
H 0.70933 2.00223 0.59032
H -0.18960 4.01974 1.42951
H 0.85809 4.48740 0.43929
O 0.24250 3.76227 0.60503
H 1.55838 -3.64522 1.47828
H 1.69621 -2.73749 0.17301
O 1.49318 -2.75576 1.12362
H -2.86288 -0.31603 -2.85527
H -3.79187 -0.29687 -1.63076
O -2.96627 0.05757 -1.97561
H 1.82830 -2.45778 -2.46636
H 2.61931 -1.53650 -1.59750
O 1.81192 -2.06130 -1.58573
```

Atomic partial charges in e from the Mulliken method, atoms 1 to 8: C -1.162; C -0.432; C -0.132; N 0.065; H 0.275; H 0.455; H 0.346; H 0.395

=====

6.
The following is a DFT calculation (ωB97M-V with the def2-TZVPD basis set) of a molecular structure, C2H3FeO at a distorted geometry.

Computed properties:
Total charge: +2
Relative energy (zero: lowest compared OMol25 entry of this formula, charge and spin): 67.5 kJ/mol
⟨S²⟩: 8.760
Multiplicity: 6

```
7
C2H3FeO | the Open Molecules 2025 dataset | ωB97M-V with the def2-TZVPD basis set
H -0.60005 0.15133 -1.23131
O 1.03807 -1.00121 -0.24824
C -0.22428 -0.67348 -0.30599
C -0.76624 0.44631 0.31722
H -1.85777 0.50731 0.34408
H -0.24678 0.89022 1.17772
Fe 2.65705 -0.32048 -0.05348
```

The net atomic charges from Mulliken, expressed in e, are: H 0.336; O -0.674; C 0.528; C -0.448; H 0.346; H 0.273; Fe 1.639

=====

7.
The following is a DFT calculation (ωB97M-V with the def2-TZVPD basis set) of a molecular structure, Cl5H2NaO.

Computed properties:
Total charge: -4
Relative energy (zero: lowest compared OMol25 entry of this formula, charge and spin): 48.9 kJ/mol
Multiplicity: 1

```
9
Cl5H2NaO | the Open Molecules 2025 dataset | ωB97M-V with the def2-TZVPD basis set
Na 0.50227 -0.00166 0.53907
Cl 3.39398 -0.00628 1.35616
Cl 1.13585 -0.34376 -2.29539
Cl 0.38356 2.98261 0.14649
Cl 0.21174 -2.90015 0.82036
Cl -0.57457 0.46533 3.17159
O -1.69831 -0.06039 -0.84949
H -2.34860 -0.43573 -1.44579
H -1.00594 0.30002 -1.44300
```

Atomic partial charges in e from the Mulliken method, atoms 1 to 8: Na 0.756; Cl -0.986; Cl -0.926; Cl -0.953; Cl -0.958; Cl -0.952; O -0.473; H 0.208

=====

8.
The following is a DFT calculation (ωB97M-V with the def2-TZVPD basis set) of 7 unconnected molecules or ions with the total composition C30H40N4O10 at a distorted geometry.

Computed properties:
Total charge: 0
Multiplicity: 1
E: -58189.60116 eV
Structure (SMILES): O=C1C=CC(=O)C=C1.O=C1C=CC(=O)C=C1.O=C1C=CC(=O)C=C1.CNC(C)=O.CNC(C)=O.CNC(C)=O.CNC(C)=O

```
84
C30H40N4O10 | the Open Molecules 2025 dataset | ωB97M-V with the def2-TZVPD basis set
O -2.87904 -2.88641 -0.66722
C -3.77719 -2.20125 -1.16627
C -3.71132 -1.10989 -2.19784
C -4.78068 -0.37753 -2.64851
C -6.08998 -0.57429 -2.19106
O -7.06335 -0.01659 -2.68689
C -6.26608 -1.55059 -1.10292
C -5.16518 -2.19872 -0.58115
H -2.72544 -1.07658 -2.63754
H -4.58594 0.32396 -3.44625
H -7.12025 -1.66095 -0.45129
H -5.40810 -2.70814 0.33965
O 2.95686 -0.60071 -7.20613
C 1.88872 -0.89483 -6.64900
C 0.69975 -1.10656 -7.43263
C -0.35040 -1.80713 -6.96440
C -0.54802 -2.23786 -5.58468
O -1.51405 -2.79463 -5.15796
C 0.59502 -1.81994 -4.78294
C 1.73274 -1.19209 -5.23242
H 0.73977 -1.00239 -8.50685
H -1.16606 -2.01390 -7.64142
H 0.48640 -2.03561 -3.73028
H 2.44266 -0.95566 -4.45364
O -0.43017 2.43253 7.20631
C -0.79844 2.01922 6.08263
C 0.00767 1.09782 5.27103
C -0.35410 0.73775 3.96330
C -1.68204 1.29670 3.37614
O -1.96110 1.17541 2.20855
C -2.46767 1.94198 4.33884
C -2.14155 2.27357 5.63176
H 0.91540 0.68667 5.68742
H 0.29793 0.10323 3.38137
H -3.50657 2.03449 4.05863
H -2.84464 2.68867 6.33869
C -0.21384 1.62281 -3.98909
N -1.19906 1.83792 -2.95135
C -2.40064 2.44224 -3.13896
C -3.06018 2.86756 -1.85936
O -2.79295 2.90909 -4.21128
H 0.65508 1.18213 -3.50033
H 0.03476 2.52687 -4.54495
H -0.59527 0.95080 -4.75786
H -0.86687 1.32503 -2.14718
H -4.12337 2.63373 -1.91462
H -2.94468 3.89270 -1.50743
H -2.60954 2.20042 -1.12455
C 2.48377 -2.65469 5.76404
N 2.92141 -3.20733 4.47327
C 2.70918 -2.49633 3.37312
C 3.22486 -3.16486 2.08476
O 2.05697 -1.53101 3.32201
H 3.14670 -3.07231 6.52182
H 1.40826 -2.77962 5.88965
H 2.67113 -1.58124 5.73771
H 3.17807 -4.18415 4.46647
H 2.42768 -3.70433 1.57331
H 4.03689 -3.86482 2.28165
H 3.60322 -2.36226 1.45169
C 3.39920 1.25336 3.27215
N 3.35705 2.60569 2.79146
C 3.71556 2.83284 1.52539
C 3.49468 4.22463 1.04792
O 4.24005 1.99207 0.76474
H 2.38261 0.87655 3.15960
H 3.56300 1.22278 4.34933
H 4.04603 0.57012 2.72180
H 3.03454 3.36851 3.36955
H 4.11126 4.52715 0.20150
H 3.78363 4.91879 1.83708
H 2.51147 4.36175 0.59784
C -0.53357 -1.30611 0.91608
N 0.78606 -0.82216 0.56751
C 1.09039 -0.55642 -0.72055
C 2.48403 -0.15368 -1.14956
O 0.22645 -0.45905 -1.60408
H -0.67071 -2.28711 0.46118
H -1.18397 -0.55574 0.46662
H -0.89197 -1.32057 1.94537
H 1.59883 -0.88836 1.16343
H 2.54760 0.87503 -0.79485
H 2.46664 -0.27955 -2.23212
H 3.26423 -0.77876 -0.71521
```

Atomic partial charges in e from the Mulliken method, atoms 1 to 8: O -0.569; C 0.174; C -0.361; C -0.340; C 0.343; O -0.568; C -0.315; C -0.312